Formula: H10S5
Source: the Open Molecules 2025 dataset
Level of theory: ωB97M-V with the def2-TZVPD basis set

Output
Gap between HOMO and LUMO   9.736 eV
HOMO energy   -9.307 eV
SMILES   S.S.S.S.S
2S+1   1

Element x y z (Å)
S (2.13, -3.45, -0.58)
S (0.86, -2.22, 2.92)
S (-1.88, 1.92, 2.78)
S (-1.75, 3.98, -3.44)
S (0.64, -0.50, -2.51)
H (1.05, -3.76, 0.19)
H (1.09, -3.07, 4.07)
H (-1.09, 1.04, 2.10)
H (-2.87, 4.67, -3.15)
H (0.65, 0.70, -2.01)
H (1.58, -3.46, -1.80)
H (-0.46, -2.35, 2.91)
H (-0.98, 2.51, 3.61)
H (-0.92, 4.64, -2.65)
H (1.93, -0.66, -2.45)

***

Formula: H12NaO6
Source: the Open Molecules 2025 dataset
Level of theory: ωB97M-V with the def2-TZVPD basis set

Output
Gap between HOMO and LUMO   10.275 eV
HOMO energy   -13.890 eV
Total charge   +1
2S+1   1

Element x y z (Å)
Na (0.10, 0.07, 0.09)
O (-0.49, 1.71, -0.58)
H (0.10, 2.47, -0.62)
H (-0.82, 1.62, -1.48)
O (-1.32, 0.62, 0.88)
H (-1.94, 0.91, 1.55)
H (-1.85, 0.21, 0.21)
O (0.05, -1.70, 0.71)
H (-0.27, -2.53, 0.36)
H (0.97, -1.86, 0.90)
O (1.20, 0.13, 1.33)
H (1.06, 0.07, 2.27)
H (2.09, 0.48, 1.23)
O (-1.18, -0.65, -0.86)
H (-1.06, -1.45, -0.34)
H (-0.76, -0.85, -1.70)
O (1.29, -0.03, -1.06)
H (1.53, 0.88, -0.88)
H (1.30, -0.09, -2.02)

***

Formula: H12NiO6
Source: the Open Molecules 2025 dataset
Level of theory: ωB97M-V with the def2-TZVPD basis set

Output
Gap between HOMO and LUMO (alpha / beta)   13.282 / 12.246 eV
HOMO energy (alpha / beta)   -20.389 / -20.104 eV
Expectation value of S²   2.0027
Total charge   +2
2S+1   3

Element x y z (Å)
Ni (-0.06, -0.07, 0.04)
O (-0.75, -1.81, -0.80)
H (-1.69, -1.92, -0.99)
H (-0.29, -2.51, -1.29)
O (1.12, 0.33, -1.70)
H (1.80, -0.12, -2.22)
H (1.12, 1.25, -2.01)
O (-1.44, 1.32, -0.84)
H (-1.78, 1.21, -1.74)
H (-1.41, 2.28, -0.68)
O (-1.31, -0.47, 1.66)
H (-0.93, -1.04, 2.34)
H (-2.26, -0.40, 1.84)
O (0.69, 1.61, 1.01)
H (1.56, 1.89, 1.35)
H (0.05, 2.26, 1.36)
O (1.57, -1.02, 0.96)
H (2.41, -0.82, 0.51)
H (1.62, -1.97, 1.19)

***

Formula: H12O5S
Source: the Open Molecules 2025 dataset
Level of theory: ωB97M-V with the def2-TZVPD basis set

Output
Gap between HOMO and LUMO (alpha / beta)   10.787 / 5.089 eV
HOMO energy (alpha / beta)   -14.851 / -14.852 eV
Expectation value of S²   0.7535
Total charge   +1
2S+1   2

Element x y z (Å)
S (1.75, -2.39, 0.40)
H (0.51, -1.85, 0.14)
H (1.79, -2.08, 1.72)
H (-0.43, 1.44, -0.22)
H (-0.65, 2.69, 0.62)
O (-0.91, 1.76, 0.57)
H (0.53, 0.88, 1.76)
H (0.61, -0.23, 2.75)
O (1.17, 0.22, 2.09)
H (1.59, 1.53, -1.22)
H (1.68, 0.01, -0.90)
O (1.24, 0.66, -1.44)
H (-1.38, -0.05, 0.96)
H (-1.91, -0.75, -0.25)
O (-1.46, -0.95, 0.58)
H (-0.64, -0.16, -2.28)
H (-1.90, -0.67, -2.98)
O (-1.60, -0.07, -2.28)